Entry from the OMol25 dataset: C5H9N3 in the gas phase in a non-equilibrium geometry (the ωB97M-V functional and the def2-TZVPD basis).

The geometry in XYZ format:
```
17
Properties=species:S:1:pos:R:3:forces:R:3:mulliken_charge:R:1
C 0.71743 1.04787 -2.11283 -0.09 0.19 0.13 -0.86
C 0.18746 0.07799 -0.01436 1.23 0.65 -0.32 0.92
C 0.67088 -1.10374 0.67425 -1.09 0.10 -1.03 0.13
N 0.25005 1.26104 0.78146 -0.18 -0.10 -0.16 -0.56
C -1.16676 -1.02697 0.54444 0.39 -0.62 0.49 -0.36
C -1.87189 -0.62283 1.59071 0.11 0.02 -0.19 -0.71
N 0.09464 -0.00324 -1.33712 -0.09 -0.23 0.71 -0.58
N 1.10911 -2.24570 0.80679 -0.19 0.11 0.49 -0.55
H -0.16838 2.05216 0.30763 0.04 -0.08 -0.03 0.26
H 1.19045 1.48086 1.08527 -0.09 -0.09 -0.02 0.24
H 2.12424 -2.30229 0.89748 -0.07 0.10 -0.04 0.29
H -1.46732 -1.73292 -0.21557 0.04 0.01 -0.02 0.43
H 1.81808 1.04066 -2.02655 -0.09 -0.04 0.00 0.25
H 0.47823 0.89403 -3.16626 0.00 0.00 0.09 0.30
H 0.39033 2.06641 -1.85545 0.01 -0.02 -0.05 0.24
H -1.50626 0.15961 2.24481 0.11 -0.12 0.08 0.27
H -2.85029 -1.04294 1.79533 -0.04 0.13 -0.11 0.29
```
Positions in Å, forces in eV/Å.

Values from the calculation:
- orbital gap (Ha) = 0.2853
- E_LUMO (eV) = 0.51
- E_tot (eV) = -9795.8495


Entry from the OMol25 dataset: C6H8 in the gas phase (the ωB97M-V functional and the def2-TZVPD basis).

The geometry in XYZ format:
```
14
Properties=species:S:1:pos:R:3:forces:R:3:mulliken_charge:R:1
C -2.18386 -0.92351 -1.40150 0.27 -0.20 0.42 0.09
C -1.38932 -1.17001 -0.52828 -0.38 0.03 -0.34 -0.41
C -0.24246 -1.23859 0.40143 -0.01 0.01 0.04 -0.65
C 0.60731 -0.06411 -0.08206 -0.13 0.06 -0.23 -0.12
C 1.62300 0.88124 0.50910 0.23 -0.05 0.08 -0.52
C 0.18667 1.29475 0.39827 -0.18 0.12 -0.08 -0.56
H -2.87782 -0.69041 -2.18051 0.08 -0.14 0.22 0.38
H -0.58386 -1.09715 1.43394 0.11 -0.06 -0.15 0.27
H 0.23518 -2.22478 0.33149 0.03 0.27 0.00 0.27
H 0.77792 -0.17780 -1.14919 -0.19 0.25 0.05 0.32
H 2.27311 1.28500 -0.26291 0.10 -0.12 0.26 0.23
H 2.09327 0.78982 1.48208 -0.21 -0.14 -0.04 0.25
H -0.34449 1.29693 1.35054 -0.03 -0.08 -0.28 0.21
H -0.17466 2.03863 -0.30241 0.30 0.05 0.05 0.25
```
Positions in Å, forces in eV/Å.

Values from the calculation:
- orbital gap (Ha) = 0.4037
- E_LUMO (eV) = 1.16
- E_tot (eV) = -6348.5380
- SMILES string = C#CCC1CC1


Entry from the OMol25 dataset: C3H5N3O in the gas phase in a non-equilibrium geometry (the ωB97M-V functional and the def2-TZVPD basis).

The geometry in XYZ format:
```
12
Properties=species:S:1:pos:R:3:forces:R:3:mulliken_charge:R:1
C 0.73453 -0.74020 -1.17265 -0.02 -0.01 0.21 0.07
C 0.73822 1.11719 0.20073 -2.08 -1.73 1.84 0.21
C -0.47865 -0.55850 0.72499 1.78 2.72 -0.70 -0.06
N -0.14103 -1.26811 -0.43143 -0.49 -0.84 -0.16 -0.58
N 1.28882 0.49248 -0.87760 0.57 0.08 -0.62 -0.09
N -1.82910 -0.30925 0.93615 -0.05 -0.15 0.00 -0.53
O 0.95730 2.19134 0.68632 0.26 -0.23 -0.53 -0.53
H 1.06302 -1.24283 -2.06971 0.12 0.04 -0.16 0.40
H 0.04503 -0.88735 1.61723 -0.02 -0.03 0.01 0.38
H 1.93732 0.91578 -1.52860 -0.07 0.14 0.09 0.23
H -2.30861 0.07591 0.13365 0.04 0.00 0.12 0.25
H -2.00684 0.21353 1.78092 -0.04 0.01 -0.10 0.25
```
Positions in Å, forces in eV/Å.

Values from the calculation:
- orbital gap (Ha) = 0.3088
- E_LUMO (eV) = 0.76
- E_tot (eV) = -9708.4470


Entry from the OMol25 dataset: 8 unconnected molecules or ions with the total composition C22H35NO28S6 in a non-equilibrium geometry (the ωB97M-V functional and the def2-TZVPD basis).

The geometry in XYZ format:
```
92
Properties=species:S:1:pos:R:3:forces:R:3:mulliken_charge:R:1
C -4.62046 -1.87006 -1.77341 0.15 -0.13 -1.63 -0.43
C -3.36479 -1.02045 -1.78814 0.03 0.52 0.58 0.21
O -2.94736 -1.05056 -0.41000 -0.13 -0.99 1.07 -0.17
S -3.15699 -2.55379 0.14820 0.81 -0.30 -0.85 1.20
O -3.65992 -2.47858 1.47980 0.02 0.14 -0.47 -0.60
O -2.01189 -3.37630 -0.13582 -0.93 0.66 0.35 -0.53
O -4.28783 -2.97642 -0.92313 -0.07 0.43 0.67 -0.37
H -4.80047 -2.24807 -2.78243 0.17 -0.33 0.12 0.34
H -5.55021 -1.36003 -1.52436 0.22 0.07 0.80 0.30
H -3.52103 0.03574 -1.99076 -0.02 -0.12 -0.36 0.39
H -2.54697 -1.44155 -2.36825 -0.29 0.04 -0.31 -0.30
C 1.67115 3.98762 3.72181 0.02 -0.35 -0.26 -0.23
C 1.43482 2.52104 3.36325 -0.21 -0.37 -0.22 0.51
O 2.74436 1.94121 3.19296 0.55 0.34 0.11 -0.25
S 3.92850 2.94251 3.61545 0.03 -0.67 0.32 1.01
O 4.55080 3.44680 2.43418 -0.58 0.26 0.30 -0.55
O 4.75900 2.31249 4.59038 -0.57 0.42 -0.22 -0.56
O 2.96454 4.00914 4.34320 0.81 -0.32 -0.35 -0.37
H 0.97272 4.37920 4.45145 -0.11 0.04 -0.13 0.32
H 1.68973 4.56595 2.79815 -0.02 0.29 0.19 0.34
H 0.92223 2.41871 2.40898 -0.14 0.15 0.10 -0.42
H 0.91215 1.91886 4.10392 0.01 0.22 0.16 0.18
C 4.60615 -3.52496 -1.37320 -0.02 0.44 -0.42 0.06
C 5.73246 -2.86215 -0.53409 -0.81 -0.31 -0.18 -0.23
O 6.84788 -3.71894 -0.70018 0.75 -0.28 -0.18 -0.37
S 6.88304 -4.27916 -2.19284 -1.27 0.60 -0.42 1.05
O 7.52782 -5.54516 -2.18180 -0.47 0.51 -0.06 -0.53
O 7.26254 -3.24292 -3.11014 -0.02 -0.70 0.66 -0.53
O 5.23816 -4.41149 -2.30437 1.63 -0.48 0.21 -0.37
H 4.07820 -2.78576 -1.97459 -0.13 0.04 0.23 0.05
H 3.88452 -4.09322 -0.79154 0.11 -0.04 0.04 0.23
H 5.49147 -2.88142 0.52478 0.06 0.23 0.00 0.30
H 5.94641 -1.85700 -0.89483 0.15 -0.01 0.11 0.34
C 0.17950 -1.92724 -4.05741 -0.37 0.31 1.24 0.18
C -0.70137 -3.08392 -3.57571 1.01 -0.12 0.11 0.00
O -1.93931 -2.93809 -4.26796 -0.76 0.31 -0.50 -0.35
S -1.89296 -1.81762 -5.41749 -0.25 0.30 0.59 1.00
O -2.57194 -0.63972 -4.93213 0.91 -0.85 -0.11 -0.47
O -2.30036 -2.33812 -6.67352 0.41 -0.08 0.34 -0.56
O -0.29505 -1.67676 -5.37553 -0.28 0.37 -0.76 -0.42
H 1.23846 -2.16472 -4.00943 -0.05 -0.21 -0.65 0.30
H 0.06394 -1.02840 -3.44082 -0.29 -0.03 -0.10 -0.01
H -0.86061 -3.08142 -2.50036 -0.10 0.04 -0.03 -0.01
H -0.23071 -4.02022 -3.87811 -0.26 -0.11 0.03 0.39
C 1.21968 -3.26143 4.55930 -0.24 -0.22 -0.24 -0.40
C 0.54034 -3.87383 3.35965 0.52 -1.05 0.38 -0.43
O -0.15917 -2.77455 2.80302 -0.58 0.51 -0.48 -0.18
S -0.76587 -1.83910 3.96101 0.47 -0.01 0.43 0.92
O -2.13385 -2.10791 4.27410 0.98 -0.17 -0.18 -0.59
O -0.40506 -0.48821 3.63982 0.01 -0.70 0.15 -0.25
O 0.18783 -2.45561 5.12900 -0.96 0.78 -0.14 -0.36
H 2.03801 -2.61397 4.24002 0.14 -0.11 0.17 0.27
H 1.52406 -4.01958 5.27531 0.07 0.23 0.18 0.34
H -0.14773 -4.68686 3.59975 -0.18 0.22 0.27 0.31
H 1.28863 -4.33182 2.71042 -0.22 0.64 -0.59 0.38
C -3.33712 0.73622 2.20920 -0.56 -1.72 0.18 0.70
C -3.97766 1.35432 3.43992 0.33 0.62 -0.07 -0.41
O -3.93268 2.78998 3.20408 0.67 0.37 -0.84 -0.42
S -2.68541 3.16598 2.24764 0.61 -0.93 -0.05 1.20
O -1.51682 3.51554 3.00364 -0.77 0.04 -0.08 -0.54
O -3.09789 4.01596 1.18096 -0.28 -0.27 0.63 -0.63
O -2.41562 1.66352 1.70066 0.05 1.20 0.02 -0.02
H -4.03456 0.37700 1.44829 -0.19 0.73 -0.09 0.09
H -2.82321 -0.18758 2.47881 0.29 0.24 0.19 -0.44
H -3.38637 1.16774 4.33481 -0.15 -0.19 0.06 0.27
H -5.02558 1.10282 3.55969 0.05 -0.11 0.11 0.34
C -1.66536 6.58010 -3.69172 0.33 0.15 0.26 -0.48
C -2.11392 5.37704 -4.20313 -0.08 -0.64 0.27 -0.57
C -1.94439 4.21255 -3.45211 -0.10 -0.04 0.21 -0.48
C -1.33970 4.29543 -2.21649 0.16 0.61 0.21 0.27
C -0.79160 5.48105 -1.72175 -0.29 0.22 -0.36 -0.40
C -0.95530 6.62790 -2.48422 -0.18 -0.30 -0.46 -0.54
N -1.35789 3.12113 -1.34055 0.22 0.40 0.59 0.90
O -0.76832 3.22198 -0.28029 0.27 -0.21 -0.14 -0.47
O -1.99344 2.14292 -1.66888 -0.11 -0.29 -0.34 -0.54
H -1.85541 7.50942 -4.21150 0.07 -0.06 -0.17 0.38
H -2.62934 5.30020 -5.14946 0.01 0.19 -0.05 0.39
H -2.30581 3.23154 -3.73065 -0.13 0.17 -0.34 0.55
H -0.30599 5.54628 -0.76303 0.03 -0.27 0.08 0.45
H -0.52571 7.56908 -2.17332 -0.10 0.01 0.21 0.39
O 1.39705 -2.91050 -1.20519 0.20 0.03 -0.51 -0.62
C 1.18797 -1.87025 -0.64262 -0.14 -0.01 1.58 0.02
O -0.02241 -1.30978 -0.59660 -0.27 0.14 -0.66 0.11
C -0.06653 -0.10161 0.21700 -0.29 -0.62 -0.51 1.93
C 1.38734 0.23429 0.44677 0.11 0.76 1.25 0.13
C 2.13876 -1.07094 0.26378 -0.26 0.05 -1.27 -0.54
H -0.64411 -0.34496 1.10706 0.22 0.01 0.11 -1.06
H -0.61311 0.65309 -0.34201 0.03 -0.06 0.03 -0.65
H 1.51401 0.59736 1.46981 0.08 0.06 -0.23 -0.38
H 1.67360 1.04920 -0.21764 0.32 -0.24 -0.14 0.52
H 2.29023 -1.60436 1.20025 -0.03 -0.11 -0.02 0.09
H 3.08511 -0.97186 -0.26674 0.12 0.04 0.23 0.37
```
Positions in Å, forces in eV/Å.

Values from the calculation:
- orbital gap (Ha) = 0.3495
- E_LUMO (eV) = -0.90
- E_tot (eV) = -147205.4725
- SMILES string = O=[N+]([O-])c1ccccc1.O=S1(=O)OCCO1.O=S1(=O)OCCO1.O=S1(=O)OCCO1.O=S1(=O)OCCO1.O=S1(=O)OCCO1.O=S1(=O)OCCO1.O=C1CCCO1